Entry 1:
Here is the molecule C12H6BrFOS from the OMol25 dataset. Energies are from wB97M-V/def2-TZVPD.

* SMILES string: Fc1ccc2c(c1)Sc1cc(Br)ccc1O2
* LUMO energy: 0.4 eV

```
22
Properties=species:S:1:pos:R:3:nbo_charge:R:1
F 2.8358 -2.9143 3.1033 -0.33
C 1.9367 -2.4675 2.0956 0.39
C 2.2192 -2.7985 0.7305 -0.26
C 1.5443 -2.1508 -0.3271 -0.22
C 0.4444 -1.2382 -0.1519 0.28
C 0.1219 -0.9694 1.2044 -0.28
C 0.8874 -1.5951 2.2771 -0.28
S -1.0290 0.1473 1.6976 0.39
C -1.1174 1.0738 0.1922 -0.22
C -1.6020 2.4150 0.2985 -0.23
C -1.8120 3.1004 -0.9648 -0.09
Br -2.7023 4.7897 -1.0162 0.06
C -1.5546 2.4692 -2.2238 -0.22
C -0.8762 1.2426 -2.1993 -0.22
C -0.7243 0.5540 -1.0483 0.25
O -0.1230 -0.6461 -1.2299 -0.45
H 2.9831 -3.5229 0.4820 0.23
H 1.8630 -2.2758 -1.3311 0.23
H 0.6373 -1.6736 3.3720 0.25
H -1.7925 2.6893 1.3574 0.25
H -1.7075 2.9140 -3.1644 0.23
H -0.4322 0.8568 -3.1538 0.24
```

***

Entry 2:
Here is a structure of composition C12H6Cl5MnNO7S2 from the OMol25 dataset. Energies are from wB97M-V/def2-TZVPD.

* spin multiplicity: 2
* relative energy (zero: lowest compared OMol25 entry of this formula, charge and spin): 0.0 kJ/mol
* LUMO energy (spin up / spin down): 4.1 / 4.1 eV
* net charge: -2

```
34
Properties=species:S:1:pos:R:3:nbo_charge:R:1
Mn -0.1407 0.4488 0.6274 1.00
O 1.0095 4.0103 0.1100 -0.99
S 0.6035 2.6799 0.4836 2.51
O 0.7041 2.3612 1.9341 -1.04
O 1.3940 1.5776 -0.1964 -1.02
O -0.8325 2.3303 0.1000 -1.01
Cl -2.4322 -0.5737 1.8041 0.03
C -2.1988 -1.4482 0.3144 -0.11
C -1.0861 -1.0150 -0.3984 -0.24
C -0.8406 -1.7204 -1.5737 -0.10
Cl 0.5630 -1.2544 -2.4831 0.00
C -1.6509 -2.7610 -2.0147 -0.09
Cl -1.2913 -3.5880 -3.4856 0.02
C -2.7639 -3.1398 -1.2644 -0.10
Cl -3.7920 -4.4156 -1.7997 0.02
C -3.0430 -2.4741 -0.0703 -0.08
Cl -4.3997 -2.9137 0.8924 0.03
N 1.0526 -0.6751 1.8032 -0.84
C 0.8587 -2.0647 2.1266 0.22
C 0.4671 -2.4391 3.4048 -0.27
C 0.3154 -3.7822 3.7145 -0.18
C 0.5564 -4.7525 2.7543 -0.32
C 0.9148 -4.3741 1.4708 -0.17
C 1.0624 -3.0297 1.1498 -0.28
S 0.4316 -6.4906 3.2211 2.41
O 1.3892 -6.6120 4.3175 -1.03
O -0.9547 -6.6651 3.6329 -1.02
O 0.8000 -7.2246 2.0177 -1.03
H 1.0787 -0.0909 2.6372 0.40
H 1.9399 -0.5107 1.3305 0.40
H 0.2924 -1.6761 4.1564 0.20
H 0.0262 -4.0893 4.7113 0.23
H 1.0856 -5.1464 0.7325 0.24
H 1.3356 -2.7240 0.1455 0.22
```

***

Entry 3:
Here is a structure of composition C12H7BrN2O6W from the OMol25 dataset. Energies are from wB97M-V/def2-TZVPD.

* LUMO energy: -9.5 eV
* net charge: +2

```
29
Properties=species:S:1:pos:R:3:nbo_charge:R:1
W -0.6764 0.9694 0.0386 1.91
O 5.4457 0.6396 0.0852 -0.56
C 4.1449 0.7098 0.0054 0.45
C 3.4314 0.7353 -1.2203 -0.24
C 2.0778 0.8138 -1.1383 0.14
N 1.4276 0.8555 0.0241 -0.56
C 2.0951 0.8090 1.1821 0.11
C 3.4475 0.7290 1.2401 -0.20
C 1.1542 0.7882 2.3497 0.76
O 1.3886 0.7390 3.4898 -0.36
O -0.1743 0.8042 1.8200 -0.62
C 1.1191 0.7945 -2.2973 0.76
O 1.3490 0.7442 -3.4391 -0.37
O -0.1961 0.8105 -1.7546 -0.62
H 5.8950 0.6188 -0.7734 0.52
H 3.9228 0.6924 -2.1852 0.28
H 3.9785 0.6811 2.1824 0.30
O -5.5931 -1.6717 0.0234 -0.58
C -4.3016 -1.3734 0.0276 0.42
C -3.3137 -2.4024 0.0332 -0.24
C -1.9859 -2.0849 0.0397 0.07
N -1.7058 -0.7630 0.0368 -0.49
C -2.6071 0.2090 0.0320 0.00
Br -1.1120 3.3061 0.0422 0.08
C -3.9603 -0.0257 0.0284 -0.26
H -5.7474 -2.6250 0.0244 0.51
H -3.6074 -3.4448 0.0330 0.27
H -1.1891 -2.8121 0.0449 0.25
H -4.7067 0.7536 0.0254 0.28
```

***

Entry 4:
Here is a structure of composition C12H82N2O29 from the OMol25 dataset. Energies are from wB97M-V/def2-TZVPD.

* relative energy (zero: lowest compared OMol25 entry of this formula, charge and spin): 0.0 kJ/mol
* LUMO energy: -5.0 eV
* net charge: +2

```
125
Properties=species:S:1:pos:R:3:mulliken_charge:R:1
C -5.2977 1.1337 -2.5365 -0.10
O -4.4777 0.3407 -3.3885 -0.42
C -3.8647 -0.6873 -2.6735 0.40
C -3.2067 -1.6083 -3.8605 -0.67
N -2.6437 -2.8653 -3.3345 0.02
H -3.1417 -3.2213 -2.4765 0.52
H -2.4897 -3.7613 -3.9745 0.49
C -1.2807 -2.6223 -2.7645 -0.51
C -0.5877 -3.8583 -2.2015 -0.94
O 0.5743 -3.3663 -1.8435 -0.08
C 1.5173 -4.4743 -1.5345 -1.13
H -5.9427 0.5617 -1.8785 0.44
H -5.6947 2.1177 -3.0375 -0.01
H -4.5147 1.5897 -1.8355 -0.20
H -4.6587 -1.0863 -2.1575 0.61
H -3.3097 -0.3953 -2.0125 -0.40
H -2.3897 -1.1453 -4.4195 0.27
H -4.0117 -1.7013 -4.5665 0.49
H -1.4697 -1.9743 -1.8985 -0.26
H -0.6617 -2.3763 -3.6655 0.47
H -0.6567 -4.7043 -2.9015 0.53
H -1.2037 -4.0543 -1.3455 0.46
H 1.1453 -5.1833 -0.7105 0.34
H 2.2973 -4.0193 -1.0145 0.23
H 1.7843 -5.0073 -2.3135 0.52
C -2.4867 3.5407 -0.6615 -0.75
O -2.2627 2.2737 -0.1295 0.95
C -0.8267 1.9817 -0.0515 -1.35
C -0.5247 0.5947 0.1755 1.80
N 0.9013 0.3367 0.2215 0.83
H 1.2033 0.5877 -0.6815 0.56
H 1.3063 1.1947 0.6545 -0.25
C 1.3313 -1.1573 0.5825 0.16
C 2.8533 -1.3473 0.8665 -0.91
O 3.1893 -2.6483 1.0605 0.31
C 4.5233 -3.0533 1.2585 -0.54
H -2.4137 3.5807 -1.9345 -0.43
H -1.9307 4.2727 -0.0365 0.50
H -3.5757 3.8577 -0.5395 0.29
H -0.2617 2.5977 0.5665 0.40
H -0.4157 2.1987 -0.9265 0.84
H -1.3037 0.0077 -0.4885 -1.67
H -0.9027 0.2347 1.3375 -0.61
H 0.9713 -1.7973 -0.4585 -0.46
H 0.7553 -1.4153 1.4775 0.39
H 3.1763 -0.6953 1.7265 0.36
H 3.1473 -0.8363 -0.0495 0.35
H 4.5733 -4.1543 1.5645 -0.03
H 4.9243 -2.4973 2.0925 0.31
H 5.2033 -3.0443 0.3725 0.35
O -3.8637 3.7887 2.1855 -0.68
H -4.1297 2.8727 2.5505 0.31
H -4.7057 4.4787 2.4895 0.35
O 2.0543 1.8947 2.0485 -0.42
H 2.0023 2.8077 2.5065 0.19
H 1.7223 1.3737 2.6545 0.11
O 1.3923 4.0627 1.9685 -0.71
H 2.0133 4.2737 2.8325 0.37
H 0.4643 4.2697 2.2245 0.34
O -1.2357 -3.8413 2.0795 -0.62
H -0.6417 -3.4963 2.8275 0.45
H -1.6927 -2.9613 1.9095 0.29
O -1.4347 6.4047 -3.1415 -0.56
H -1.3167 5.6247 -3.4215 0.22
H -0.7637 7.0747 -3.3435 0.30
O 4.5973 -6.4643 -0.3535 -0.61
H 4.6523 -7.4953 -0.3795 0.34
H 4.3793 -6.4093 0.5155 0.34
O 0.4683 -2.8453 4.3505 -0.61
H 0.8243 -2.0213 4.1545 0.39
H -0.0117 -2.8923 5.1605 0.26
O -3.9007 0.7517 1.3685 -0.76
H -4.7657 0.6007 0.7145 0.32
H -3.6037 1.5477 1.0315 0.19
O -3.6287 3.2077 -3.6925 -0.55
H -2.8137 3.6937 -3.9745 0.24
H -3.3167 2.3897 -4.0115 0.25
O 4.0023 -6.7453 2.4245 -0.59
H 4.6313 -6.9973 3.0275 0.31
H 3.6843 -5.9563 2.8515 0.25
O 3.1193 3.2717 -0.4055 -0.49
H 2.6933 3.6397 0.4195 0.28
H 3.9743 3.7617 -0.5665 0.34
O 2.1973 -4.5653 2.9975 -0.74
H 1.9203 -3.9983 3.8235 0.34
H 2.3513 -3.9233 2.3725 0.31
O -2.0007 7.1187 1.5885 -0.66
H -1.7687 6.2347 2.0295 0.39
H -1.2337 7.6307 1.7695 0.30
O -5.9367 4.1127 -2.5605 -0.55
H -6.3167 3.7267 -3.3325 0.43
H -5.1377 3.7437 -2.8085 0.21
O -2.1967 -0.3313 3.9085 -0.72
H -2.3987 -1.2393 4.2135 0.37
H -2.5967 -0.3573 3.0315 0.26
O 7.2193 -0.4723 1.1665 -0.58
H 6.4903 0.0547 0.8365 0.25
H 6.8003 -0.3703 2.1375 0.35
O 6.7863 -4.2263 3.4795 -0.54
H 6.8313 -4.1323 4.4135 0.30
H 7.3283 -3.5493 3.3185 0.25
O 5.5363 1.0207 -1.0425 -0.66
H 5.4523 0.1177 -1.5165 0.31
H 4.7883 1.5017 -1.2035 0.30
O 2.6643 -2.0443 -3.6065 -0.70
H 2.3553 -2.5743 -4.5335 0.36
H 1.9393 -2.3523 -2.9605 0.23
O -2.9927 -1.8543 1.0545 -0.49
H -3.7527 -2.3803 1.1525 0.22
H -3.2677 -0.8773 1.3275 0.25
O 2.8183 1.5687 -1.4745 -0.61
H 2.7443 2.3937 -1.0155 0.48
H 2.7933 1.4957 -2.3375 0.11
O 0.4363 -0.2453 -2.8375 -0.49
H 1.1113 -0.1953 -3.3725 0.28
H -0.0667 0.6987 -2.9525 0.23
O -3.2797 6.5887 -1.0345 -0.57
H -2.6217 6.3687 -1.7775 0.37
H -2.5467 6.6067 -0.4195 0.29
O -1.1517 4.5447 2.8985 -0.83
H -1.4647 4.3107 3.9105 0.37
H -1.9167 4.1987 2.5025 0.29
O 0.4403 -0.1093 3.7625 -0.72
H -0.6177 -0.4183 3.7525 0.45
H 0.4393 0.2637 4.6775 0.26
```

***

Entry 5:
Here is a structure of composition C12H8AsF3NO6PdS2 from the OMol25 dataset. Energies are from wB97M-V/def2-TZVPD.

* relative energy (zero: lowest compared OMol25 entry of this formula, charge and spin): 3.1 kJ/mol
* LUMO energy: 2.4 eV
* net charge: -1

```
34
Properties=species:S:1:pos:R:3:nbo_charge:R:1
Pd 0.1081 0.1397 0.1282 0.86
O -0.9817 -1.9239 3.3111 -1.05
As 0.2278 -2.3443 2.0637 2.44
O 0.4730 -3.9433 2.2117 -1.13
O -0.4200 -1.7365 0.6225 -1.11
C 1.5822 -1.0529 2.6328 -0.44
C 1.4293 -0.4835 3.8926 -0.19
C 2.2675 0.5385 4.3193 -0.22
C 3.2700 1.0072 3.4868 -0.21
C 3.4413 0.4408 2.2322 -0.24
C 2.6061 -0.5812 1.8071 -0.24
S 2.8878 -1.2319 0.1598 2.41
O 2.5666 -2.6291 0.2330 -0.95
O 4.2346 -0.8655 -0.2064 -0.99
O 1.9161 -0.4481 -0.6851 -1.02
H -1.4520 -2.7466 3.4910 0.49
H 0.6306 -0.8308 4.5318 0.24
H 2.1257 0.9699 5.3024 0.21
H 3.9247 1.8065 3.8117 0.21
H 4.2347 0.7634 1.5710 0.24
F -2.9857 4.4571 0.0204 -0.32
C -1.8656 4.7862 0.6866 0.98
F -2.0909 4.5278 1.9839 -0.32
F -1.7302 6.1260 0.5753 -0.33
C -0.6621 4.0651 0.1618 -0.25
C 0.4011 4.7559 -0.3934 -0.11
C 1.5147 4.0819 -0.8774 -0.31
C 1.5318 2.7005 -0.7922 0.09
N 0.5055 2.0506 -0.2656 -0.46
C -0.5921 2.6673 0.2195 0.10
S -1.6669 1.4577 0.8227 -0.09
H 0.3572 5.8355 -0.4433 0.23
H 2.3479 4.6159 -1.3086 0.22
H 2.3517 2.0799 -1.1331 0.24
```

***

Entry 6:
Here is the molecule C12H8Cl2N4 from the OMol25 dataset. Energies are from wB97M-V/def2-TZVPD.

* SMILES string: Cn1cc2ccccc2c1-c1nc(Cl)nc(Cl)n1
* relative energy (zero: lowest compared OMol25 entry of this formula, charge and spin): 133.8 kJ/mol
* LUMO energy: -0.2 eV

```
26
Properties=species:S:1:pos:R:3:nbo_charge:R:1
C -2.4234 1.4206 -0.9425 -0.41
N -1.3757 0.9540 -0.0360 -0.27
C -1.1740 1.6390 1.1540 -0.01
C -0.0480 1.0598 1.6123 -0.15
C 0.5819 1.4815 2.7945 -0.16
C 1.7794 0.8480 3.2153 -0.25
C 2.4697 -0.1287 2.3897 -0.19
C 1.7595 -0.5199 1.2108 -0.21
C 0.5349 0.0649 0.8302 -0.01
C -0.4009 -0.0779 -0.1905 0.03
C -0.1927 -0.9537 -1.2881 0.42
N 0.0834 -2.2511 -1.0560 -0.47
C 0.2751 -2.9781 -2.1831 0.39
Cl 0.4277 -4.6572 -1.9273 0.06
N 0.3045 -2.5909 -3.4156 -0.49
C -0.0732 -1.3282 -3.5262 0.43
Cl -0.3329 -0.5532 -5.0482 0.06
N -0.1701 -0.4934 -2.4749 -0.51
H -3.3322 0.7923 -0.8530 0.21
H -2.8044 2.4477 -0.6888 0.22
H -2.0388 1.4421 -1.9645 0.23
H -1.7186 2.4840 1.5462 0.23
H 0.0987 2.3119 3.4234 0.21
H 2.1709 1.3458 4.1201 0.21
H 3.3987 -0.4634 2.6622 0.21
H 2.2005 -1.2958 0.6361 0.22
```

***

no.,F_max (eV/Å)
1,3.778
2,0.856
3,1.245
4,10.779
5,0.213
6,5.927